Entry 1:
18
Properties=species:S:1:pos:R:3 method="wB97M-V/def2-TZVPD" orbital_gap_ev=9.504 e_above_lowest_kcal_mol=104.5 e_homo_ev=-8.6385 smiles=CN1CC[C@@H]1CO
C -1.971 -0.887 0.563
N -1.008 -0.670 -0.502
C 0.328 -1.478 -0.439
C 0.953 -0.346 -1.228
C -0.102 0.618 -0.762
C 0.385 1.566 0.384
O 1.246 1.122 1.588
H -2.330 -1.856 0.415
H -2.941 -0.318 0.527
H -1.543 -0.892 1.617
H 0.779 -1.610 0.637
H 0.338 -2.498 -0.848
H 1.851 0.035 -0.644
H 1.316 -0.445 -2.324
H -0.303 1.522 -1.506
H -0.546 2.051 0.841
H 0.858 2.402 -0.250
H 2.059 0.482 1.234

Entry 2:
100
Properties=species:S:1:pos:R:3 method="wB97M-V/def2-TZVPD" orbital_gap_ev=7.452 total_charge=+2 e_homo_ev=-13.1503
Zn 0.139 -0.238 -0.088
C 2.446 2.535 -3.638
N 2.419 1.771 -2.398
C 2.439 0.448 -2.316
S 2.479 -0.299 -0.746
N 2.474 -0.250 -3.447
C 2.518 -1.704 -3.582
H 2.548 3.586 -3.391
H 1.524 2.402 -4.207
H 3.303 2.251 -4.252
H 2.386 2.266 -1.523
H 2.538 0.271 -4.308
H 2.372 -2.158 -2.608
H 3.482 -2.020 -3.978
H 1.732 -2.029 -4.263
C -4.713 2.908 3.597
C -4.082 3.057 2.265
C -4.879 2.853 1.043
C -4.317 2.531 -1.065
N -2.859 2.166 -1.205
C -2.017 2.377 -0.023
S -0.295 2.017 -0.422
N -2.831 3.335 2.177
C -5.031 2.332 -2.367
H -5.325 2.004 3.620
H -5.397 3.750 3.750
H -3.992 2.890 4.414
H -5.926 2.787 1.325
H -2.315 3.447 3.042
H -6.112 2.388 -2.229
H -4.773 1.362 -2.798
H -4.727 3.110 -3.072
C -1.197 -5.784 -0.984
C -0.889 -4.309 -0.972
O 0.178 -4.071 -0.020
P 0.391 -2.656 0.675
O -0.710 -2.491 1.823
C -0.788 -3.278 3.052
C -1.254 -4.695 2.804
O 1.700 -2.944 1.517
C 2.937 -3.519 1.000
C 3.552 -4.367 2.083
H -1.972 -5.993 -1.722
H -1.544 -6.116 -0.005
H -0.306 -6.354 -1.249
H -1.769 -3.724 -0.688
H -0.557 -3.971 -1.955
H -1.495 -2.733 3.673
H 0.188 -3.261 3.532
H -2.185 -4.704 2.233
H -1.437 -5.181 3.764
H -0.501 -5.271 2.266
H 3.587 -2.695 0.714
H 2.706 -4.118 0.119
H 3.696 -3.782 2.991
H 4.525 -4.731 1.750
H 2.919 -5.225 2.311
F -5.468 6.497 -0.573
C -4.216 6.185 -0.935
F -4.219 5.980 -2.261
F -3.436 7.232 -0.678
C -3.754 4.935 -0.226
C -4.704 3.780 -0.221
C -4.477 1.617 0.171
C -2.994 1.238 -0.005
C -2.063 3.585 0.933
C -2.531 4.857 0.264
P -2.425 -0.496 -0.059
C -3.132 -1.136 -1.599
C -4.486 -1.438 -1.763
C -4.941 -1.964 -2.959
C -4.047 -2.186 -3.999
C -2.707 -1.868 -3.861
C -2.252 -1.347 -2.657
C -4.567 -2.823 -5.266
F -5.045 -4.049 -5.009
F -5.565 -2.102 -5.790
F -3.611 -2.943 -6.193
C -3.373 -1.187 1.326
C -4.022 -2.415 1.288
C -4.613 -2.931 2.436
C -4.540 -2.228 3.624
C -3.875 -1.009 3.683
C -3.290 -0.496 2.539
C -5.119 -2.798 4.894
F -5.730 -1.845 5.613
F -6.004 -3.765 4.651
F -4.145 -3.313 5.662
H -5.689 4.121 -0.526
H -5.164 0.775 0.205
H -1.044 3.722 1.269
H -1.842 5.690 0.207
H -5.188 -1.275 -0.955
H -5.988 -2.210 -3.086
H -2.026 -2.039 -4.685
H -1.203 -1.099 -2.543
H -4.072 -2.979 0.365
H -5.131 -3.882 2.405
H -3.807 -0.480 4.626
H -2.735 0.436 2.590

Entry 3:
48
Properties=species:S:1:pos:R:3 method="wB97M-V/def2-TZVPD" orbital_gap_ev=9.291 e_above_lowest_kcal_mol=27.5 e_homo_ev=-8.9504 smiles="O=C(CCNC(=O)Cn1cnc2ccccc2c1=O)NC[C@H]1CCCO1"
O -3.547 0.192 -1.467
C -3.015 1.237 -1.154
C -2.646 2.302 -2.170
C -1.340 1.876 -2.855
N -0.237 1.818 -1.923
C 0.793 2.678 -1.993
O 0.887 3.563 -2.818
C 1.874 2.482 -0.926
N 2.087 1.109 -0.528
C 2.436 0.176 -1.455
N 2.655 -1.061 -1.231
C 2.559 -1.501 0.066
C 2.814 -2.846 0.353
C 2.737 -3.298 1.651
C 2.414 -2.425 2.690
C 2.154 -1.100 2.424
C 2.217 -0.626 1.112
C 1.908 0.765 0.813
O 1.526 1.592 1.620
N -2.676 1.533 0.124
C -2.681 0.510 1.140
C -1.259 -0.051 1.366
C -1.303 -1.415 2.075
C -1.075 -2.434 0.945
C -0.966 -1.570 -0.318
O -0.600 -0.274 0.130
H -3.432 2.356 -2.923
H -2.524 3.279 -1.701
H -1.067 2.602 -3.625
H -1.480 0.892 -3.311
H -0.280 1.112 -1.194
H 2.802 2.916 -1.311
H 1.583 3.031 -0.023
H 2.529 0.537 -2.472
H 3.071 -3.505 -0.461
H 2.933 -4.337 1.871
H 2.366 -2.794 3.704
H 1.904 -0.402 3.210
H -2.123 2.356 0.308
H -3.344 -0.278 0.776
H -3.069 0.911 2.079
H -0.657 0.690 1.900
H -0.514 -1.483 2.821
H -2.262 -1.559 2.570
H -1.893 -3.146 0.862
H -0.149 -2.984 1.109
H -0.188 -1.907 -1.005
H -1.923 -1.520 -0.851